1.
# C2H6S2

One molecule with the formula C2H6S2 at a distorted geometry (ωB97M-V/def2-TZVPD, the Open Molecules 2025 dataset).

Structure (ORCA input):
```
! wB97M-V def2-TZVPD RIJCOSX def2/J DEFGRID3
* xyz 0 1
C 1.25 0.55 -0.76
S 0.90 -1.22 -1.04
S -0.40 -1.83 0.47
C -1.29 -0.26 0.88
H 0.42 1.15 -1.14
H 1.52 0.86 0.25
H 2.08 0.73 -1.45
H -2.11 -0.57 1.54
H -0.63 0.50 1.30
H -1.73 0.10 -0.06
*
```

Results
- SMILES = CSSC
- Kohn-Sham gap (eV) = 8.7
- strongest force on any atom (eV/A) = 1.3
- DFT total energy (Eh) = -876.15647
- LUMO (eV) = 0.79
- relative energy (zero: lowest compared OMol25 entry of this formula, charge and spin) (kcal/mol) = 8.8
- highest occupied orbital energy (hartree) = -0.2922

2.
# C2H6S2

One molecule with the formula C2H6S2 (ωB97M-V/def2-TZVPD, the Open Molecules 2025 dataset).

Structure (ORCA input):
```
! wB97M-V def2-TZVPD RIJCOSX def2/J DEFGRID3
* xyz 0 1
C -0.97 1.93 -0.21
S 0.39 0.93 0.41
S -0.44 -0.97 0.21
C 0.96 -1.96 -0.30
H -1.10 2.83 0.39
H -0.77 2.17 -1.26
H -1.94 1.45 -0.14
H 1.92 -1.71 0.15
H 0.71 -2.95 0.09
H 1.13 -2.03 -1.36
*
```

Results
- SMILES = CSSC
- Kohn-Sham gap (eV) = 8.7
- strongest force on any atom (eV/A) = 0.8
- DFT total energy (Eh) = -876.15874
- LUMO (eV) = 0.70
- relative energy (zero: lowest compared OMol25 entry of this formula, charge and spin) (kcal/mol) = 7.4
- highest occupied orbital energy (hartree) = -0.2939

3.
# C2H6S2

One molecule with the formula C2H6S2 at a distorted geometry (ωB97M-V/def2-TZVPD, the Open Molecules 2025 dataset).

Structure (ORCA input):
```
! wB97M-V def2-TZVPD RIJCOSX def2/J DEFGRID3
* xyz 0 1
C 1.21 2.09 0.80
C 0.00 1.17 0.66
S 0.64 -0.35 -0.18
S -1.16 -1.41 -0.57
H 1.44 2.50 -0.19
H 2.09 1.56 1.22
H 1.02 2.79 1.50
H -0.83 1.59 0.00
H -0.49 0.75 1.56
H -2.20 -0.61 -0.85
*
```

Results
- SMILES = CCSS
- Kohn-Sham gap (eV) = 8.7
- strongest force on any atom (eV/A) = 3.4
- DFT total energy (Eh) = -876.14438
- LUMO (eV) = 0.35
- relative energy (zero: lowest compared OMol25 entry of this formula, charge and spin) (kcal/mol) = 16.4
- highest occupied orbital energy (hartree) = -0.3080

4.
# C2H6S2

A 2-piece molecular cluster, C2H6S2 overall at a distorted geometry (ωB97M-V/def2-TZVPD, the Open Molecules 2025 dataset).

Structure (ORCA input):
```
! wB97M-V def2-TZVPD RIJCOSX def2/J DEFGRID3
* xyz 0 1
C 1.14 1.03 -0.17
C 0.22 1.42 0.68
H 1.95 0.35 0.09
H 1.13 1.39 -1.19
H 0.09 1.08 1.71
H -0.53 2.14 0.38
S -0.05 -2.32 -0.53
S -1.61 -1.64 0.53
H -0.62 -3.02 -1.52
H -1.71 -0.41 0.01
*
```

Results
- SMILES = C=C.SS
- Kohn-Sham gap (eV) = 10.0
- strongest force on any atom (eV/A) = 1.0
- DFT total energy (Eh) = -876.12880
- LUMO (eV) = 0.48
- relative energy (zero: lowest compared OMol25 entry of this formula, charge and spin) (kcal/mol) = 26.2
- highest occupied orbital energy (hartree) = -0.3485

5.
# C2H6SSi

One molecule with the formula C2H6SSi at a distorted geometry (ωB97M-V/def2-TZVPD, the Open Molecules 2025 dataset).

Structure (ORCA input):
```
! wB97M-V def2-TZVPD RIJCOSX def2/J DEFGRID3
* xyz 0 1
C -1.53 0.93 -0.23
C -0.68 0.37 0.58
Si 0.43 -0.99 0.07
S 2.56 0.37 -0.01
H -2.31 1.63 0.10
H -1.52 0.98 -1.37
H -0.76 0.57 1.67
H 0.03 -1.67 -1.18
H 0.32 -2.04 1.28
H 3.46 -0.15 -0.90
*
```

Results
- SMILES = C=C[SiH2]S
- Kohn-Sham gap (eV) = 9.2
- strongest force on any atom (eV/A) = 3.5
- DFT total energy (Eh) = -767.42074
- LUMO (eV) = 0.15
- relative energy (zero: lowest compared OMol25 entry of this formula, charge and spin) (kcal/mol) = 47.6
- highest occupied orbital energy (hartree) = -0.3338

6.
# C2H6SSi

One molecule with the formula C2H6SSi at a distorted geometry (ωB97M-V/def2-TZVPD, the Open Molecules 2025 dataset).

Structure (ORCA input):
```
! wB97M-V def2-TZVPD RIJCOSX def2/J DEFGRID3
* xyz 0 1
C -0.71 0.53 1.21
C -0.20 -0.58 0.30
Si 0.52 -0.24 -1.42
S 0.26 -2.06 0.96
H -1.43 1.06 0.61
H 0.09 1.22 1.52
H -1.17 0.00 2.05
H 1.95 -0.50 -0.99
H 0.33 -0.81 -2.73
H 0.36 1.37 -1.52
*
```

Results
- SMILES = CC([SiH3])=S
- Kohn-Sham gap (eV) = 7.9
- strongest force on any atom (eV/A) = 3.4
- DFT total energy (Eh) = -767.40409
- LUMO (eV) = -0.78
- relative energy (zero: lowest compared OMol25 entry of this formula, charge and spin) (kcal/mol) = 58.0
- highest occupied orbital energy (hartree) = -0.3183

7.
# C2H70BN2O32

A 32-piece molecular cluster, C2H70BN2O32 overall at a distorted geometry (ωB97M-V/def2-TZVPD, the Open Molecules 2025 dataset).

Structure (ORCA input):
```
! wB97M-V def2-TZVPD RIJCOSX def2/J DEFGRID3
* xyz -1 1
C 0.89 0.03 2.56
N 0.17 1.30 2.44
C 0.80 2.25 1.49
B -1.24 1.09 1.99
N -1.62 0.38 0.79
O -2.32 1.70 2.78
H 0.31 -0.78 2.09
H 1.90 0.04 2.14
H 0.99 -0.23 3.62
H 1.85 2.05 1.31
H 0.23 2.21 0.55
H 0.74 3.26 1.94
H -1.84 -0.59 1.00
H -2.67 2.39 2.22
O -0.86 4.32 -0.49
H -1.77 3.99 -0.52
H -0.93 5.19 -0.10
O 1.59 -0.79 -0.11
H 0.75 -0.30 -0.24
H 1.38 -1.68 -0.42
O -2.58 -1.74 -1.38
H -3.50 -2.03 -1.39
H -2.62 -0.86 -0.97
O 3.53 -1.78 -2.49
H 2.76 -2.04 -3.02
H 3.13 -1.41 -1.69
O 4.89 -3.44 -0.22
H 4.80 -2.81 -0.95
H 5.11 -2.89 0.53
O -3.99 -3.11 -4.08
H -3.39 -2.61 -3.50
H -4.70 -3.38 -3.50
O 6.84 -3.76 -2.58
H 6.18 -3.69 -3.27
H 6.33 -3.96 -1.79
O 3.43 3.65 0.97
H 3.36 4.27 0.24
H 3.61 4.20 1.74
O -0.80 -0.17 5.56
H -0.88 0.45 4.82
H -0.58 0.39 6.31
O 4.90 5.55 -0.88
H 5.31 6.24 -0.36
H 5.54 4.83 -0.85
O 7.87 -6.78 -1.92
H 8.11 -5.86 -2.10
H 7.03 -6.70 -1.47
O -3.99 -1.13 2.12
H -3.62 -0.31 2.48
H -4.15 -1.68 2.88
O 1.16 5.43 2.81
H 1.41 6.35 2.63
H 0.30 5.50 3.24
O -6.22 -1.37 -0.27
H -5.64 -0.88 0.32
H -6.96 -1.63 0.30
O 1.14 -2.68 -3.56
H 0.32 -2.18 -3.68
H 0.93 -3.56 -3.88
O -8.09 -1.36 -3.13
H -7.28 -1.25 -3.64
H -7.78 -1.47 -2.23
O -7.86 -2.36 2.36
H -8.07 -3.27 2.56
H -8.31 -1.86 3.04
O -10.45 -3.33 2.45
H -10.42 -4.29 2.32
H -10.37 -2.97 1.56
O 2.96 0.11 4.88
H 3.38 0.97 4.72
H 3.04 -0.01 5.83
O 1.57 -3.18 3.33
H 1.91 -2.35 3.69
H 1.42 -3.73 4.10
O -0.90 4.75 -3.49
H -0.48 5.59 -3.63
H -0.86 4.62 -2.53
O 5.29 2.71 3.97
H 5.27 2.32 3.09
H 5.85 2.11 4.47
O -8.09 1.12 0.07
H -7.63 1.78 0.58
H -7.50 0.36 0.07
O -5.15 1.80 0.08
H -5.15 1.44 -0.82
H -4.57 1.20 0.57
O 2.75 1.26 -2.29
H 3.20 1.94 -1.78
H 3.37 0.52 -2.28
O -1.31 -0.39 -4.17
H -2.05 -0.04 -4.67
H -0.67 0.33 -4.16
O 7.01 4.83 0.72
H 7.33 5.65 1.09
H 6.85 4.27 1.48
O 0.65 -4.11 -6.19
H 0.72 -5.06 -6.32
H 0.70 -3.74 -7.08
O 2.08 -5.58 5.12
H 2.08 -5.95 4.23
H 2.62 -6.18 5.63
O 2.98 7.25 0.59
H 3.08 6.30 0.47
H 3.04 7.60 -0.30
O 0.42 -2.55 -8.69
H -0.33 -2.20 -9.20
H 1.05 -1.83 -8.68
*
```

Results
- Kohn-Sham gap (eV) = 4.6
- strongest force on any atom (eV/A) = 2.6
- DFT total energy (Eh) = -2660.26343
- LUMO (eV) = 1.51
- highest occupied orbital energy (hartree) = -0.1123

8.
# C2H7Br2N2

C2H7Br2N2 as an isolated structure at a distorted geometry (ωB97M-V/def2-TZVPD, the Open Molecules 2025 dataset).

Structure (ORCA input):
```
! wB97M-V def2-TZVPD RIJCOSX def2/J DEFGRID3
* xyz 1 1
C -0.65 -0.14 0.95
C 0.53 0.09 0.07
N -0.01 0.19 2.20
N -0.43 -0.04 -2.07
Br 1.76 -1.28 -0.02
Br 1.37 1.77 0.00
H -1.07 -1.11 0.76
H -1.56 0.34 0.63
H 0.55 -0.60 2.46
H 0.48 1.08 2.19
H -1.09 -0.70 -2.40
H -0.36 0.88 -2.47
H 0.46 -0.48 -2.29
*
```

Results
- Kohn-Sham gap (alpha / beta) (eV) = 8.6 / 8.6
- strongest force on any atom (eV/A) = 3.1
- DFT total energy (Eh) = -5337.59669
- LUMO (alpha / beta) (eV) = -5.88 / -5.88
- relative energy (zero: lowest compared OMol25 entry of this formula, charge and spin) (kcal/mol) = 40.2
- highest occupied orbital energy (alpha / beta) (hartree) = -0.5323 / -0.5323

9.
# C2H7BrN

An isolated ion of composition C2H7BrN and charge +1 at a distorted geometry (ωB97M-V/def2-TZVPD, the Open Molecules 2025 dataset).

Structure (ORCA input):
```
! wB97M-V def2-TZVPD RIJCOSX def2/J DEFGRID3
* xyz 1 1
C 0.90 0.25 -0.94
N 0.25 0.36 0.33
C -0.97 -0.62 0.54
Br -1.78 -0.23 2.30
H 1.18 1.29 -1.27
H 1.72 -0.38 -0.74
H 0.21 -0.22 -1.61
H -0.20 1.30 0.34
H 1.02 0.07 0.95
H -1.74 -0.22 -0.29
H -0.60 -1.59 0.39
*
```

Results
- SMILES = C[NH2+]CBr
- Kohn-Sham gap (eV) = 11.1
- strongest force on any atom (eV/A) = 4.2
- DFT total energy (Eh) = -2708.86744
- LUMO (eV) = -4.08
- relative energy (zero: lowest compared OMol25 entry of this formula, charge and spin) (kcal/mol) = 12.6
- highest occupied orbital energy (hartree) = -0.5591

10.
# C2H7BrN2

C2H7BrN2 as an isolated structure at a distorted geometry (ωB97M-V/def2-TZVPD, the Open Molecules 2025 dataset).

Structure (ORCA input):
```
! wB97M-V def2-TZVPD RIJCOSX def2/J DEFGRID3
* xyz 0 1
C 1.90 -0.14 -0.38
C -1.89 0.99 -0.30
N 1.08 -0.71 0.71
N -2.00 -0.16 0.25
Br -3.70 -0.65 0.58
H 2.85 0.28 0.00
H 2.05 -0.80 -1.23
H 1.25 0.72 -0.74
H 0.42 -1.42 0.46
H -0.94 1.44 -0.35
H -2.76 1.67 -0.30
H 1.75 -1.23 1.30
*
```

Results
- Kohn-Sham gap (eV) = 10.0
- strongest force on any atom (eV/A) = 3.0
- DFT total energy (Eh) = -2763.84092
- LUMO (eV) = 0.73
- relative energy (zero: lowest compared OMol25 entry of this formula, charge and spin) (kcal/mol) = 6.4
- highest occupied orbital energy (hartree) = -0.3389

11.
# C2H7ClN2O2P

A 2-piece molecular cluster, C2H7ClN2O2P overall at a distorted geometry (ωB97M-V/def2-TZVPD, the Open Molecules 2025 dataset).

Structure (ORCA input):
```
! wB97M-V def2-TZVPD RIJCOSX def2/J DEFGRID3
* xyz -1 1
C -1.25 0.28 -0.30
C -0.21 -1.53 0.77
N -1.79 -0.34 1.87
N -1.09 -0.39 0.82
O 1.05 2.20 -2.10
O 1.65 -0.33 -1.64
P 1.63 1.08 -1.22
Cl 3.55 1.67 -0.96
H 1.09 1.19 0.14
H -0.52 0.23 -1.10
H -1.98 1.07 -0.33
H -0.63 -2.39 1.40
H -0.12 -1.97 -0.29
H 0.95 -1.23 0.97
H -2.35 0.45 1.99
*
```

Results
- Kohn-Sham gap (eV) = 8.3
- strongest force on any atom (eV/A) = 4.4
- DFT total energy (Eh) = -1141.99065
- LUMO (eV) = 3.74
- relative energy (zero: lowest compared OMol25 entry of this formula, charge and spin) (kcal/mol) = 38.7
- highest occupied orbital energy (hartree) = -0.1670

12.
# C2H7ClNOPS

A 2-piece molecular cluster, C2H7ClNOPS overall at a distorted geometry (ωB97M-V/def2-TZVPD, the Open Molecules 2025 dataset).

Structure (ORCA input):
```
! wB97M-V def2-TZVPD RIJCOSX def2/J DEFGRID3
* xyz 0 1
O -1.46 0.26 -0.36
P -2.94 0.11 0.36
S -2.96 -1.96 0.42
Cl -4.13 0.66 -1.17
H -0.81 0.39 0.32
H -3.49 -2.01 1.77
C 1.79 -0.96 -0.75
N 1.42 0.08 -0.11
C 2.07 1.33 0.29
H 1.02 -1.72 -0.81
H 2.69 -1.19 -1.29
H 2.38 1.08 1.34
H 3.01 1.78 -0.17
H 1.41 2.16 0.16
*
```

Results
- SMILES = OP(S)Cl.C=NC
- Kohn-Sham gap (eV) = 9.7
- strongest force on any atom (eV/A) = 2.5
- DFT total energy (Eh) = -1410.12248
- LUMO (eV) = 0.72
- relative energy (zero: lowest compared OMol25 entry of this formula, charge and spin) (kcal/mol) = 42.7
- highest occupied orbital energy (hartree) = -0.3309

13.
# C2H7ClOSi

One molecule with the formula C2H7ClOSi at a distorted geometry (ωB97M-V/def2-TZVPD, the Open Molecules 2025 dataset).

Structure (ORCA input):
```
! wB97M-V def2-TZVPD RIJCOSX def2/J DEFGRID3
* xyz 0 1
C -0.49 -0.66 -1.43
Si 0.44 0.16 0.01
C -0.29 -0.15 1.72
O 0.42 1.93 -0.27
Cl 2.40 -0.39 -0.08
H -1.31 -0.03 -1.77
H 0.16 -0.84 -2.27
H -0.92 -1.62 -1.13
H 0.48 -0.21 2.49
H -0.97 0.65 2.00
H -0.85 -1.08 1.74
H 0.92 2.24 -1.02
*
```

Results
- SMILES = C[Si](C)(O)Cl
- Kohn-Sham gap (eV) = 11.4
- strongest force on any atom (eV/A) = 3.1
- DFT total energy (Eh) = -905.44365
- LUMO (eV) = 0.69
- relative energy (zero: lowest compared OMol25 entry of this formula, charge and spin) (kcal/mol) = 0.0
- highest occupied orbital energy (hartree) = -0.3937

14.
# C2H7F2NSi

A 2-piece molecular cluster, C2H7F2NSi overall at a distorted geometry (ωB97M-V/def2-TZVPD, the Open Molecules 2025 dataset).

Structure (ORCA input):
```
! wB97M-V def2-TZVPD RIJCOSX def2/J DEFGRID3
* xyz 0 1
C 0.09 -1.90 0.30
C -0.14 1.65 -1.29
N -0.66 -0.71 0.75
F -1.11 1.83 1.58
F 2.53 0.54 0.53
Si -0.29 0.94 0.47
H 0.19 -1.87 -0.69
H 1.09 -2.06 0.67
H -0.51 -2.69 0.51
H -1.04 2.41 -1.37
H 0.82 1.96 -1.32
H -0.29 0.85 -1.89
H -0.67 -0.97 1.74
*
```

Results
- Kohn-Sham gap (eV) = 8.8
- strongest force on any atom (eV/A) = 6.6
- DFT total energy (Eh) = -624.35659
- LUMO (eV) = -0.73
- relative energy (zero: lowest compared OMol25 entry of this formula, charge and spin) (kcal/mol) = 110.1
- highest occupied orbital energy (hartree) = -0.3499

15.
# C2H7F4N4O4PS

A 2-piece molecular cluster, C2H7F4N4O4PS overall at a distorted geometry (ωB97M-V/def2-TZVPD, the Open Molecules 2025 dataset).

Structure (ORCA input):
```
! wB97M-V def2-TZVPD RIJCOSX def2/J DEFGRID3
* xyz 0 1
N -0.42 2.48 1.06
C 0.62 3.06 0.31
N 0.75 4.50 0.06
F -0.46 5.12 0.27
N 1.54 2.27 -0.22
P 1.46 0.46 0.04
N 3.01 0.00 0.67
O 1.21 -0.19 -1.49
H -0.12 2.13 1.97
H -1.26 3.06 1.10
H 0.87 4.54 -0.97
H 2.32 2.64 -0.79
H 3.00 -0.11 1.68
H 3.41 -0.81 0.18
H 0.32 -0.61 -1.56
C -2.79 -4.01 -0.29
F -2.88 -4.87 0.75
F -2.96 -4.75 -1.40
F -3.86 -3.21 -0.20
S -1.19 -3.07 -0.29
O -0.15 -4.09 -0.39
O -1.18 -2.35 0.98
O -1.26 -2.20 -1.46
*
```

Results
- Kohn-Sham gap (eV) = 6.5
- strongest force on any atom (eV/A) = 4.1
- DFT total energy (Eh) = -1739.31082
- LUMO (eV) = -1.86
- highest occupied orbital energy (hartree) = -0.3058

16.
# C2H7FN4

One molecule with the formula C2H7FN4 at a distorted geometry (ωB97M-V/def2-TZVPD, the Open Molecules 2025 dataset).

Structure (ORCA input):
```
! wB97M-V def2-TZVPD RIJCOSX def2/J DEFGRID3
* xyz 0 1
N -0.83 1.73 1.39
N -0.25 1.48 0.14
C 0.24 0.33 -0.14
C 0.97 0.10 -1.44
F 0.66 -1.06 -2.00
N 0.26 -0.90 0.58
N -0.88 -1.21 1.38
H -1.32 0.95 1.82
H -1.48 2.51 1.33
H 2.04 0.08 -1.22
H 0.84 0.94 -2.13
H 0.63 -1.68 0.04
H -1.45 -1.94 0.93
H -0.51 -1.60 2.25
*
```

Results
- SMILES = N/N=C(/CF)NN
- Kohn-Sham gap (eV) = 9.0
- strongest force on any atom (eV/A) = 3.2
- DFT total energy (Eh) = -399.21648
- LUMO (eV) = 0.89
- relative energy (zero: lowest compared OMol25 entry of this formula, charge and spin) (kcal/mol) = 2.7
- highest occupied orbital energy (hartree) = -0.2982